Record 1
The molecule C5H14N2O in a non-equilibrium geometry. Source: the Open Molecules 2025 dataset; level of theory: wB97M-V/def2-TZVPD.

Geometry as XYZ:
```
22
Properties=species:S:1:pos:R:3
C -1.35 0.13 -1.31
N -2.59 0.55 -0.69
C -0.26 -0.15 -0.21
C 0.46 1.15 0.27
C 0.10 1.51 1.72
N 0.59 -1.24 -0.69
C 1.48 -1.92 0.24
O 2.66 -1.20 0.57
H -1.38 -0.87 -1.77
H -0.98 0.83 -2.07
H -3.34 -0.11 -0.80
H -2.95 1.39 -1.15
H -0.82 -0.53 0.65
H 0.25 2.01 -0.38
H 1.53 1.00 0.13
H 0.95 1.92 2.26
H -0.83 2.08 1.65
H -0.23 0.64 2.30
H 0.91 -0.95 -1.62
H 0.79 -1.95 1.10
H 1.75 -2.93 -0.05
H 3.26 -1.35 -0.15
```

Values from the calculation:
HOMO level: -8.71 eV
SMILES: CC[C@@H](CN)NCO
charge: 0
orbital gap: 9.680 eV
maximum force: 0.0361 hartree/bohr
relative energy (zero: lowest compared OMol25 entry of this formula, charge and spin): 2.2906 eV

=====

Record 2
A 2-piece molecular cluster, C5H14N2O overall in a non-equilibrium geometry. Source: the Open Molecules 2025 dataset; level of theory: wB97M-V/def2-TZVPD.

Geometry as XYZ:
```
22
Properties=species:S:1:pos:R:3
C -0.13 0.03 0.70
C 0.60 0.09 -0.54
C -2.33 -0.97 -1.03
C -0.50 1.20 1.56
C 0.96 1.37 -1.23
N 1.52 -0.31 0.70
N 2.14 -1.58 0.77
O -1.75 0.24 -0.82
H 2.05 0.37 1.23
H -0.58 -0.93 0.95
H 0.47 -0.78 -1.17
H 1.51 -2.24 1.23
H 2.33 -1.91 -0.17
H -3.27 -1.12 -0.45
H -2.59 -1.17 -2.09
H -1.67 -1.84 -0.73
H -0.40 0.95 2.62
H 0.09 2.09 1.36
H -1.54 1.43 1.33
H 1.24 2.16 -0.53
H 0.06 1.68 -1.76
H 1.78 1.22 -1.93
```

Values from the calculation:
HOMO level: -6.81 eV
charge: 0
orbital gap: 7.487 eV
maximum force: 0.0251 hartree/bohr
relative energy (zero: lowest compared OMol25 entry of this formula, charge and spin): 6.0291 eV

=====

Record 3
A 2-piece molecular cluster, C5H14N2O overall in a non-equilibrium geometry. Source: the Open Molecules 2025 dataset; level of theory: wB97M-V/def2-TZVPD.

Geometry as XYZ:
```
22
Properties=species:S:1:pos:R:3
C 0.25 0.03 -1.60
N 0.65 -0.58 -0.41
C -0.17 -0.27 0.75
C -0.02 -1.35 1.82
O -0.55 -2.77 -0.86
C -0.04 1.20 1.17
N -0.90 2.08 0.42
C 0.54 1.45 -1.52
H -0.85 -0.11 -1.65
H 0.57 -0.56 -2.48
H 0.74 -1.61 -0.54
H -1.19 -0.40 0.37
H 0.99 -1.43 2.21
H -0.28 -2.26 1.27
H -0.75 -1.25 2.61
H 1.04 1.46 1.13
H -0.29 1.22 2.23
H -0.82 3.05 0.73
H -0.27 -3.58 -1.33
H -0.61 2.05 -0.76
H 1.55 1.59 -1.15
H 0.43 2.04 -2.41
```

Values from the calculation:
HOMO level: -7.35 eV
charge: 0
orbital gap: 4.335 eV
maximum force: 0.0540 hartree/bohr
relative energy (zero: lowest compared OMol25 entry of this formula, charge and spin): 8.3898 eV

=====

Record 4
A 2-piece molecular cluster, C5H14N2O overall in a non-equilibrium geometry. Source: the Open Molecules 2025 dataset; level of theory: wB97M-V/def2-TZVPD.

Geometry as XYZ:
```
22
Properties=species:S:1:pos:R:3
C 0.41 -2.17 1.34
C 1.55 -1.13 1.53
C 1.29 0.19 0.84
C 1.21 0.17 -0.67
N -1.35 1.53 -0.21
C -0.32 1.96 -1.03
N 0.81 1.45 -1.25
H -0.05 -2.13 0.40
H 0.90 -3.15 1.28
H -0.29 -2.23 2.17
H 1.67 -1.00 2.58
H 2.41 -1.61 1.07
H 2.07 0.94 1.06
H 0.47 0.75 1.31
H 0.46 -0.55 -0.98
H 2.18 -0.03 -1.12
H -1.45 0.55 0.01
H -2.24 1.88 -0.56
H -0.61 2.87 -1.55
H -1.84 -1.55 -0.81
H -3.26 -1.51 -1.31
O -2.67 -1.09 -0.67
```

Values from the calculation:
HOMO level: -8.90 eV
SMILES: CCCC/N=C\N.O
charge: 0
orbital gap: 9.447 eV
maximum force: 0.0397 hartree/bohr
relative energy (zero: lowest compared OMol25 entry of this formula, charge and spin): 1.9088 eV

=====

Record 5
C5H14N2O as an isolated structure in a non-equilibrium geometry. Source: the Open Molecules 2025 dataset; level of theory: wB97M-V/def2-TZVPD.

Geometry as XYZ:
```
22
Properties=species:S:1:pos:R:3
C -1.44 0.06 -0.33
C 0.50 -0.57 1.04
C 1.51 0.13 0.19
C 1.75 1.67 -1.63
C -2.42 0.15 0.84
N 0.99 1.25 -0.48
N 0.45 -1.93 1.08
O -1.50 -1.20 -0.99
H -1.32 -1.89 -0.34
H -0.26 0.71 -0.51
H -1.80 0.77 -1.08
H 0.17 -0.06 1.93
H 0.33 -2.41 1.95
H 0.86 -2.44 0.31
H 2.25 0.45 0.95
H 2.06 -0.61 -0.44
H 2.71 2.14 -1.36
H 1.18 2.42 -2.19
H 2.00 0.84 -2.33
H -2.31 1.11 1.35
H -3.46 0.06 0.50
H -2.26 -0.65 1.57
```

Values from the calculation:
HOMO level (spin up / spin down): -6.99 / -6.99 eV
charge: 0
orbital gap (spin up / spin down): 7.489 / 7.488 eV
maximum force: 0.0349 hartree/bohr
relative energy (zero: lowest compared OMol25 entry of this formula, charge and spin): 5.7250 eV

=====

Record 6
The molecule C5H14N2O in a non-equilibrium geometry. Source: the Open Molecules 2025 dataset; level of theory: wB97M-V/def2-TZVPD.

Geometry as XYZ:
```
22
Properties=species:S:1:pos:R:3
C 1.62 -0.59 -0.55
C 0.37 0.27 0.04
C -2.70 0.67 0.92
C 1.20 -1.35 -1.79
C 0.81 1.04 1.28
N -0.70 -0.66 0.25
N -2.00 -0.05 -0.13
O 2.72 0.26 -0.79
H 2.50 0.83 -1.53
H -0.71 -0.99 1.22
H -2.58 -0.82 -0.45
H 1.95 -1.28 0.23
H 0.08 0.96 -0.75
H -2.81 0.10 1.85
H -3.69 0.94 0.57
H -2.15 1.59 1.15
H 0.38 -2.02 -1.55
H 0.87 -0.65 -2.56
H 2.04 -1.92 -2.18
H 1.75 1.56 1.08
H 0.06 1.77 1.58
H 0.99 0.35 2.11
```

Values from the calculation:
HOMO level: -8.87 eV
SMILES: CNN[C@@H](C)[C@@H](C)O
charge: 0
orbital gap: 9.951 eV
maximum force: 0.0427 hartree/bohr
relative energy (zero: lowest compared OMol25 entry of this formula, charge and spin): 2.5579 eV

=====

Record 7
The molecule C5H14N2O in a non-equilibrium geometry. Source: the Open Molecules 2025 dataset; level of theory: wB97M-V/def2-TZVPD.

Geometry as XYZ:
```
22
Properties=species:S:1:pos:R:3
C 0.24 1.28 -1.05
C 0.00 -1.09 0.48
C -0.65 1.21 0.61
C 1.07 -1.13 1.56
C -0.58 -2.45 0.15
N -1.03 -0.13 0.78
N 0.87 2.57 -1.03
O -0.90 1.16 -1.92
H -0.61 1.19 -2.84
H -1.87 -0.32 0.24
H 1.03 0.63 -1.46
H 0.49 -0.57 -0.46
H 1.23 2.84 -1.94
H 0.24 3.29 -0.69
H -1.51 1.88 0.57
H 0.13 1.52 1.29
H 1.54 -0.16 1.69
H 0.63 -1.44 2.52
H 1.84 -1.85 1.29
H 0.21 -3.12 -0.19
H -1.05 -2.90 1.03
H -1.33 -2.38 -0.64
```

Values from the calculation:
HOMO level: -8.30 eV
SMILES: CC(C)NC[C@H](N)O
charge: 0
orbital gap: 9.113 eV
maximum force: 0.0773 hartree/bohr
relative energy (zero: lowest compared OMol25 entry of this formula, charge and spin): 2.9730 eV

=====

Record 8
C5H14N2O as an isolated structure in a non-equilibrium geometry. Source: the Open Molecules 2025 dataset; level of theory: wB97M-V/def2-TZVPD.

Geometry as XYZ:
```
22
Properties=species:S:1:pos:R:3
C 1.38 0.29 0.75
C -1.44 0.50 0.48
C 1.63 1.66 0.25
C -1.81 -0.33 1.70
O 1.39 0.05 2.02
H 1.33 0.85 2.58
H 1.00 -0.66 -0.13
H -1.29 1.55 0.74
H -2.25 0.45 -0.26
H 1.14 1.78 -0.71
H 1.30 2.44 0.96
H 2.70 1.77 0.07
H -1.18 -0.09 2.56
H -2.83 -0.11 2.03
H -1.75 -1.39 1.47
N 0.35 -1.33 -1.20
C 0.50 -1.04 -2.51
N 0.07 -1.62 -3.57
H -0.65 -0.02 -0.16
H -0.13 -2.21 -1.04
H -0.46 -2.47 -3.34
H 1.00 -0.08 -2.69
```

Values from the calculation:
HOMO level: -7.32 eV
charge: 0
orbital gap: 6.697 eV
maximum force: 0.0341 hartree/bohr
relative energy (zero: lowest compared OMol25 entry of this formula, charge and spin): 5.4472 eV

=====

Record 9
The molecule C5H14N2O in a non-equilibrium geometry. Source: the Open Molecules 2025 dataset; level of theory: wB97M-V/def2-TZVPD.

Geometry as XYZ:
```
22
Properties=species:S:1:pos:R:3
C -1.62 -0.10 -0.52
C -0.22 0.32 0.01
C -0.25 0.31 1.54
C -0.50 -1.10 2.08
O -1.29 1.22 2.02
N 0.75 -0.55 -0.64
C 1.99 -0.02 -1.18
N 1.87 0.91 -2.31
H -1.94 0.58 -1.30
H -2.42 -0.23 0.21
H -1.71 -1.05 -1.08
H -0.07 1.34 -0.39
H 0.62 0.81 1.98
H -0.02 -1.84 1.45
H 0.00 -1.11 3.05
H -1.54 -1.32 2.30
H -1.93 1.30 1.30
H 0.31 -1.18 -1.29
H 2.58 0.47 -0.41
H 2.47 -0.92 -1.56
H 1.65 0.43 -3.17
H 1.31 1.72 -2.08
```

Values from the calculation:
HOMO level: -8.68 eV
SMILES: C[C@H](O)[C@H](C)NCN
charge: 0
orbital gap: 9.560 eV
maximum force: 0.0327 hartree/bohr
relative energy (zero: lowest compared OMol25 entry of this formula, charge and spin): 2.1541 eV

=====

Record 10
C5H14N2O as an isolated structure. Source: the Open Molecules 2025 dataset; level of theory: wB97M-V/def2-TZVPD.

Geometry as XYZ:
```
22
Properties=species:S:1:pos:R:3
C -0.98 -0.21 -0.08
C -1.49 0.37 -1.38
N -1.25 0.66 1.03
N -1.48 -1.56 0.11
H 0.28 -0.83 -0.60
H -0.97 0.25 1.91
H -2.24 0.87 1.09
H -1.09 -2.01 0.93
H -1.31 -2.16 -0.69
H -1.15 -0.22 -2.24
H -2.59 0.36 -1.38
H -1.15 1.39 -1.50
C 1.54 -0.35 1.38
C 1.49 1.26 -0.60
C 1.21 -0.12 -0.07
O 1.47 -1.18 -0.89
H 2.62 -0.51 1.43
H 1.29 0.50 2.02
H 0.95 2.02 -0.04
H 1.07 -1.26 1.75
H 1.24 1.31 -1.66
H 2.56 1.43 -0.50
```

Values from the calculation:
HOMO level: -7.81 eV
charge: 0
orbital gap: 8.677 eV
maximum force: 0.0118 hartree/bohr
relative energy (zero: lowest compared OMol25 entry of this formula, charge and spin): 4.5768 eV

=====

Record 11
The molecule C5H14N2O in a non-equilibrium geometry. Source: the Open Molecules 2025 dataset; level of theory: wB97M-V/def2-TZVPD.

Geometry as XYZ:
```
22
Properties=species:S:1:pos:R:3
C 0.69 -1.01 -0.54
N 1.61 0.13 -0.51
C 2.30 0.52 0.67
O 1.75 1.69 1.32
C -0.76 -0.58 -0.74
C -1.64 -1.85 -0.94
N -1.19 0.19 0.42
C -2.54 0.69 0.38
H 0.94 -1.58 -1.44
H 0.77 -1.60 0.37
H 1.45 0.83 -1.22
H 3.35 0.73 0.50
H 2.12 -0.24 1.41
H 1.64 2.39 0.67
H -0.89 -0.03 -1.69
H -2.68 -1.57 -0.90
H -1.29 -2.63 -0.27
H -1.42 -2.24 -1.92
H -0.52 0.95 0.52
H -2.68 1.50 1.09
H -3.25 -0.10 0.64
H -2.90 1.10 -0.57
```

Values from the calculation:
HOMO level: -8.59 eV
SMILES: CN[C@H](C)CNCO
charge: 0
orbital gap: 9.505 eV
maximum force: 0.0359 hartree/bohr
relative energy (zero: lowest compared OMol25 entry of this formula, charge and spin): 2.1178 eV

=====

Record 12
A 2-piece molecular cluster, C5H14N2O overall in a non-equilibrium geometry. Source: the Open Molecules 2025 dataset; level of theory: wB97M-V/def2-TZVPD.

Geometry as XYZ:
```
22
Properties=species:S:1:pos:R:3
C -0.46 -2.25 -0.42
O -0.39 -3.66 -0.33
C -1.60 -1.78 0.47
C -1.79 -0.28 0.41
H 0.48 -1.80 -0.08
H -0.64 -1.92 -1.45
H 0.26 -3.99 -0.96
H -2.50 -2.29 0.14
H -1.39 -2.11 1.49
H -2.01 0.05 -0.61
H -2.61 0.04 1.05
H -0.88 0.24 0.76
C 2.39 1.74 0.95
N 1.70 1.68 -0.33
C 0.62 2.40 -0.61
N -0.11 1.98 -1.62
H 3.38 1.32 0.85
H 2.45 2.78 1.28
H 1.82 1.16 1.68
H 1.79 0.83 -0.89
H 0.42 3.28 0.00
H -0.92 2.58 -1.76
```

Values from the calculation:
HOMO level (spin up / spin down): -13.05 / -13.04 eV
spin multiplicity: 2
charge: +1
orbital gap (spin up / spin down): 8.873 / 4.643 eV
maximum force: 0.0226 hartree/bohr
relative energy (zero: lowest compared OMol25 entry of this formula, charge and spin): 1.6645 eV